(1)
Density functional theory data (ωB97M-V with the def2-TZVPD basis set) for a 3-piece molecular cluster, C9H24BN2O6P overall.

Computed properties:
- LUMO level: -0.01085 Ha
- Gap between HOMO and LUMO: 9.30 eV
- Charge: 0
- SMILES string: CCOCBP(=O)(O)O.CNC(C)=O.CNC(C)=O
- Strongest force on any atom: 0.82 eV/A

Geometry as XYZ:
```
43
Properties=species:S:1:pos:R:3:forces:R:3
C -1.3956 2.4476 0.7093 0.412 -0.353 0.110
H -0.1372 1.8395 2.3541 0.034 -0.078 0.183
O 0.9634 -2.6426 0.2777 -0.258 0.136 0.164
P -0.5738 -3.1114 0.1588 0.145 0.040 0.157
H -3.8008 5.4645 -0.6778 -0.001 0.007 0.007
H -0.3239 -3.1814 -1.9258 -0.088 0.051 -0.289
C 3.9873 -5.1177 1.0688 -0.035 0.011 0.033
B -1.6309 -2.0520 1.3698 -0.209 0.275 -0.326
H -1.6685 -0.6104 3.0319 -0.033 0.252 0.001
C -2.4438 4.2929 -3.4991 0.032 -0.004 0.014
O 3.3918 -3.2965 2.5000 -0.198 0.101 -0.014
C -0.9993 -0.8756 2.2103 0.251 -0.550 0.558
H 7.2281 -3.3509 0.7232 0.017 -0.049 -0.028
H -1.5663 1.8500 -0.1832 -0.231 0.064 -0.093
H -0.0529 -1.1886 2.6759 0.086 0.120 0.078
H 4.8501 -5.7500 1.2814 0.012 -0.007 -0.052
N -3.7878 5.1685 -1.6408 -0.034 -0.017 -0.070
H -3.0952 3.4390 -3.6885 -0.027 0.024 -0.039
O -0.9016 -2.6756 -1.3381 0.079 0.055 0.009
C -1.0392 1.4892 1.8447 0.073 0.413 -0.073
H 3.1019 -5.5665 1.5072 -0.024 0.029 0.020
H -5.4021 6.2524 -2.4314 -0.020 -0.004 -0.060
C -2.5623 4.7547 -2.0647 0.005 -0.022 0.003
H 6.0500 -4.3617 -0.1174 -0.005 -0.020 -0.007
O -0.7466 -4.5407 0.4553 -0.096 -0.254 0.186
H -1.8459 1.4527 2.5791 -0.068 -0.153 0.061
O -1.6083 4.7570 -1.3070 0.006 0.073 -0.046
H -4.8676 4.8832 -3.4085 0.002 -0.007 -0.021
H -5.7875 4.5997 -1.9295 -0.023 -0.021 -0.054
C 6.2360 -3.3658 0.2691 -0.043 0.168 0.120
H 5.2835 -2.0985 1.6779 -0.002 0.014 -0.006
O -0.7977 0.1962 1.3115 -0.327 -0.161 -0.360
H 1.2391 -2.7660 1.1985 0.553 -0.078 -0.047
H -0.5782 3.1229 0.4799 -0.002 0.111 -0.027
H 6.2291 -2.6642 -0.5665 0.007 -0.042 -0.040
H -2.2731 3.0403 0.9435 -0.105 0.053 -0.067
C -5.0257 5.2288 -2.3929 0.075 0.048 0.211
C 4.1662 -3.7424 1.6670 0.015 -0.040 -0.096
H -1.4148 3.9973 -3.6748 0.024 0.006 0.041
H -2.7710 -2.3513 1.5092 -0.006 -0.067 -0.108
H -2.7059 5.0950 -4.1898 -0.041 -0.029 -0.025
H 3.8522 -5.0556 -0.0113 0.035 -0.027 -0.011
N 5.2246 -3.0057 1.2430 0.010 -0.070 0.002
```
Positions in Å, forces in eV/Å.

(2)
Density functional theory data (ωB97M-V with the def2-TZVPD basis set) for C45H42N5P2PtSe2 as an isolated structure.

Computed properties:
- LUMO level (spin up / spin down): 0.05052 / 0.05055 Ha
- Gap between HOMO and LUMO (spin up / spin down): 4.32 / 4.32 eV
- Charge: -1
- Strongest force on any atom: 3.99 eV/A

Geometry as XYZ:
```
97
Properties=species:S:1:pos:R:3:forces:R:3
C 3.3087 -2.4120 2.4931 -0.162 -0.190 0.098
N -1.4175 0.5161 -0.8377 -0.430 0.540 0.193
C -5.6690 0.1913 1.9710 -0.033 -0.048 -0.157
C 0.4631 1.8931 2.6784 -0.118 0.112 -0.237
C -5.5254 4.6363 -1.9539 0.109 -0.031 -0.093
C -2.7647 0.4797 -0.9388 0.078 -0.044 -0.183
C 2.3882 1.4276 4.2354 0.208 -0.130 -0.119
C -6.8868 1.0328 -3.4305 0.150 0.052 0.171
C 0.7218 3.3935 2.8057 -0.004 -0.235 -0.065
C 3.4504 0.6526 4.6800 0.265 -0.023 0.337
H 0.3016 -6.5638 -5.4000 -0.035 -0.043 -0.031
N 1.1497 -0.5897 1.4965 -0.907 0.736 -1.123
C -6.2785 1.0476 2.8652 -0.167 -0.018 0.044
H -3.3557 -3.2041 -0.7653 -0.028 -0.028 0.110
H -4.2870 3.7532 2.4693 -0.026 0.068 -0.033
H -7.2005 -4.1340 -2.3911 -0.044 -0.033 -0.015
H -6.0062 -0.8298 1.8649 -0.070 -0.084 0.049
H -6.4935 -0.2992 -0.6693 -0.005 0.029 -0.005
C -6.9694 -2.1679 -1.5727 -0.202 -0.119 -0.041
C -5.5064 0.8930 -3.3716 0.190 0.247 0.051
H -4.8825 -4.8101 -1.8563 0.046 -0.003 -0.050
H -1.6738 2.1105 2.9852 -0.153 0.075 -0.018
H -8.7145 0.1894 -4.1388 -0.108 -0.007 -0.008
H 1.6942 -3.4312 3.5101 -0.207 0.023 0.024
C -5.4442 3.2706 -1.7171 0.070 -0.206 -0.065
H -7.8022 5.4549 0.4025 -0.062 0.060 0.047
H 1.7660 -2.8396 1.0307 0.129 0.000 -0.091
H -7.6145 -1.7074 -5.2589 -0.089 -0.126 -0.052
C -0.8401 -3.6450 -4.1269 0.125 0.297 0.888
C 0.4715 -5.9720 -3.3426 0.107 -0.366 -0.430
H -7.9880 -1.8770 -1.7830 -0.071 0.039 -0.036
C -6.1196 -1.2717 -0.9509 0.127 0.055 0.078
P -3.6366 -0.5709 0.2406 -0.539 0.062 0.624
C 0.0832 -5.7999 -4.6678 -0.061 0.269 0.284
C -4.6924 2.7631 2.3133 -0.001 0.050 0.144
P -4.4114 2.2337 -2.8037 -0.601 -0.088 -0.085
C 1.6046 1.0371 3.1756 -0.172 -0.164 -0.261
C -4.3704 -2.9158 -1.0050 0.138 0.052 -0.031
C -7.6402 0.0835 -4.0945 -0.155 -0.031 -0.082
H 0.5264 -5.1278 -1.3733 0.011 0.012 0.006
Se -2.6251 -1.6854 1.7328 -0.384 -0.176 -0.078
H -6.4540 6.4780 -1.3867 0.053 0.105 -0.026
H -0.0657 3.9445 2.2927 -0.051 0.087 -0.050
C -7.0215 -0.9834 -4.7222 -0.074 -0.002 -0.102
H -0.7684 1.6943 4.4488 -0.004 0.031 0.187
H -7.6606 3.0257 0.8217 -0.007 -0.019 0.046
C -6.5280 -3.4359 -1.9115 -0.006 0.001 0.038
Se -3.7711 3.2771 -4.4997 0.073 0.206 -0.286
H -3.2302 2.2524 0.8422 0.044 -0.008 -0.026
C -5.7989 2.3381 3.0284 0.038 0.105 0.048
C -5.2247 -3.8106 -1.6216 -0.043 -0.056 -0.093
H 1.6806 3.6562 2.3629 0.076 0.100 -0.032
H -7.1181 0.7012 3.4512 -0.080 -0.004 0.030
H 4.4072 -2.4730 2.5035 -0.124 0.026 0.042
C 2.7791 -3.4690 3.4718 0.231 0.026 -0.165
H -1.0700 0.4691 3.2026 -0.095 -0.083 0.050
H 4.0645 0.9852 5.5057 0.045 0.039 0.047
C -0.7088 -2.8416 -1.8330 -1.671 2.480 2.643
N -0.9364 1.4499 -1.6177 0.832 0.368 -0.234
H -0.8973 -4.5157 -6.0702 -0.007 0.068 -0.026
C -4.5929 0.6316 1.2103 0.150 0.000 -0.086
C -4.0916 1.9141 1.4023 0.058 -0.077 -0.098
C -7.1374 4.8433 -0.1902 -0.011 0.007 -0.011
C -7.0588 3.4808 0.0478 -0.245 0.001 0.118
H -7.3669 1.8835 -2.9652 -0.020 0.013 -0.013
C 2.8525 -2.7584 1.0771 0.108 0.045 0.045
H -6.2921 3.0111 3.7142 0.006 0.058 0.126
H 4.5415 -1.1555 4.4137 0.115 -0.130 0.001
H -4.9377 5.0668 -2.7528 0.036 -0.011 -0.046
C -0.8480 1.5192 3.3777 0.273 -0.124 -0.248
C 1.8585 -0.2330 2.5256 0.903 0.076 0.921
H 2.1917 2.3642 4.7379 -0.087 0.141 -0.030
H 0.3312 1.6696 1.6072 0.066 0.156 0.339
H -6.1590 1.6338 -0.5424 -0.069 -0.007 0.052
C -4.8103 -1.6390 -0.6646 0.158 0.121 0.041
C -3.0666 1.4830 -1.8861 -0.155 -0.192 0.231
C -6.3725 5.4187 -1.1934 -0.127 0.091 0.194
C -0.4285 -3.8056 -2.7841 0.481 -1.923 -1.709
H 0.7211 3.7123 3.8461 0.028 0.088 0.165
N -1.8974 2.0347 -2.2527 0.024 0.258 -0.265
H 3.2856 -3.7148 0.7749 0.086 -0.095 0.036
C -0.5809 -4.6361 -5.0433 0.129 -0.426 -0.336
C 0.2250 -4.9996 -2.4043 -0.338 0.875 0.131
H 3.0795 -4.4643 3.1505 0.013 -0.254 -0.038
H -5.1598 -1.9233 -5.2077 0.053 -0.128 -0.013
Pt -0.1513 -0.5949 0.2232 0.590 -1.485 0.811
H 3.1766 -1.9960 0.3699 -0.135 0.000 -0.083
C 3.7116 -0.5575 4.0596 -0.223 0.276 0.223
C -6.2161 2.6966 -0.7138 0.076 0.014 -0.245
H -3.8042 -0.2371 -4.0005 0.027 -0.048 -0.008
N -1.0734 -2.0799 -1.0201 1.688 -1.480 -2.155
C 2.9438 -1.0353 3.0177 0.051 0.147 -0.251
H 0.9748 -6.8826 -3.0505 0.042 -0.029 0.046
H -1.3553 -2.7391 -4.4197 0.023 0.001 0.035
C -5.6426 -1.1087 -4.6898 0.031 -0.042 0.000
C -4.8855 -0.1727 -4.0149 0.057 -0.005 0.154
H 3.1667 -3.3024 4.4742 -0.011 0.035 0.114
```
Positions in Å, forces in eV/Å.

(3)
Density functional theory data (ωB97M-V with the def2-TZVPD basis set) for C29H36N5O7PbS3 as an isolated structure.

Computed properties:
- LUMO level: -0.10627 Ha
- Energy relative to the best compared isomer or geometry (same formula, charge and spin): 0.963 eV
- Gap between HOMO and LUMO: 8.01 eV
- Charge: +1
- Strongest force on any atom: 2.09 eV/A

Geometry as XYZ:
```
81
Properties=species:S:1:pos:R:3:forces:R:3
Pb 0.2775 -0.3663 -0.2570 -0.683 -0.274 -0.470
H 0.6844 0.0386 -3.2614 -0.046 -0.197 -0.169
C -1.4506 0.9136 2.6521 -0.115 -0.358 0.280
H -3.2898 1.3225 -2.5956 0.030 -0.073 0.019
H 1.3323 1.0677 -4.5581 0.009 -0.112 -0.048
N 1.3740 1.6917 -1.3201 -0.156 -0.108 -0.108
C 4.9312 2.4639 -5.0262 -0.091 -0.021 0.024
H -2.7944 -2.5391 0.9194 0.028 0.043 0.039
H -3.0709 -0.1894 1.6756 0.076 -0.065 0.065
H 3.9470 1.0835 0.6768 0.077 0.061 -0.104
H 4.0683 3.3705 -6.7650 -0.046 0.039 -0.070
H 3.0975 -3.2816 -3.3720 0.067 -0.285 -0.015
H 5.8856 2.1075 -1.7862 0.046 0.053 0.195
H 3.5841 5.3220 -2.1803 -0.019 0.037 0.015
C 4.5457 3.3681 1.9481 0.310 0.400 -0.251
C 2.5853 3.5438 -1.6446 -0.253 -0.060 -0.353
H -0.2312 1.4437 -3.8391 -0.134 -0.046 -0.079
H 5.9986 3.7098 -3.6583 0.057 0.135 0.059
H 2.9592 5.3163 -0.5183 0.048 0.075 0.018
O -1.3473 -1.3222 1.7988 0.032 0.230 -0.077
S 1.3169 -1.1958 3.6596 0.165 -0.060 -0.070
C 2.1771 3.0805 -2.8778 -0.014 0.041 0.373
O 4.6736 -0.2084 -1.8380 -0.042 -0.302 0.513
C 5.4386 1.8704 -2.7379 -0.060 -0.370 0.166
C 3.3128 -3.6684 -2.3726 -0.529 -0.432 -0.378
C 2.7457 0.2087 2.2173 -0.196 -0.251 0.318
C 2.2429 0.2814 3.5242 0.105 -0.061 -0.472
C 2.0072 -4.1681 -1.7305 0.231 0.271 -0.025
H 2.3934 3.5231 -3.8274 0.099 0.068 -0.220
C 3.5538 1.1746 1.6765 0.073 0.085 0.101
H 5.8241 3.2831 -6.7936 0.047 0.027 -0.069
C 4.9616 3.4542 -6.1502 0.097 -0.030 -0.056
H 5.0289 4.4692 -5.7676 0.002 0.111 -0.025
H -0.6510 2.9008 0.1702 -0.116 0.076 0.039
H -2.1279 1.6647 3.0713 0.003 -0.033 -0.003
C -2.5554 1.9506 -0.1042 0.113 0.160 0.292
H 3.7746 -0.6383 -4.2663 0.037 0.006 -0.252
H -3.3939 1.5572 0.4884 0.051 0.071 -0.106
H -2.9199 2.8087 -0.6855 -0.012 -0.065 0.058
H -0.6776 0.6834 3.3880 -0.154 0.045 -0.007
H 4.1856 -2.7871 -0.6968 0.085 0.175 0.245
C -3.0009 0.5032 -1.9284 -0.135 0.036 -0.048
C 1.1652 -2.9726 -1.3529 -0.307 -0.307 -0.194
C 3.3214 2.3654 3.8066 -0.118 -0.577 -0.548
N 3.9333 -2.5781 -1.6523 -0.219 0.739 -0.166
C 4.3263 1.2231 -5.1869 0.058 0.120 0.077
C 5.5002 2.7618 -3.7937 0.006 -0.162 -0.078
C -1.9487 -2.5949 1.6145 0.005 -0.258 0.006
H -2.5138 -0.2844 -2.5000 -0.094 -0.006 -0.059
C 0.7649 1.0567 -3.6313 -0.171 0.012 0.127
O -2.0586 0.9473 -0.9694 0.158 0.145 0.234
H -1.8274 3.2111 1.4833 0.053 -0.031 -0.145
S 3.2420 -1.0639 -1.8359 2.036 -0.077 0.473
H 3.9068 0.9533 -6.1433 -0.098 -0.021 -0.166
S 2.0557 -1.3167 1.6435 0.275 -0.347 1.731
H -2.6348 -0.7472 3.3077 0.019 0.075 -0.086
C -2.2278 -0.3708 2.3575 0.034 0.369 0.036
H 2.1862 -4.7666 -0.8373 0.024 0.002 -0.015
C 4.7972 0.6495 -2.9062 -0.158 0.545 -0.688
H 4.3904 4.3729 -0.9231 0.018 0.142 -0.007
O 1.2114 -1.9581 -2.1213 -0.709 -0.312 -0.398
H 2.1811 2.7149 0.2657 -0.027 -0.012 -0.104
C 1.4333 1.9199 -2.6302 0.231 0.435 0.230
H 1.4529 -4.7796 -2.4424 -0.028 -0.064 -0.035
H -2.2979 -2.9979 2.5718 0.018 0.056 -0.064
O 2.7964 -0.7015 -0.4509 0.116 0.358 -0.385
N 2.0748 2.6853 -0.7368 0.128 0.214 -0.126
C 3.6537 3.5069 4.5786 -0.040 0.183 0.210
H 2.1211 1.4249 5.3414 0.035 0.093 0.136
C -1.4249 2.4526 0.7984 -0.302 0.195 -0.443
N 3.9291 4.4374 5.1855 0.087 0.371 0.277
O 0.5112 -2.9591 -0.3020 -0.246 -0.161 0.580
H -3.8991 0.1084 -1.4415 0.049 -0.017 -0.035
H 4.0219 -4.4971 -2.4520 -0.004 0.235 -0.114
C 4.2545 0.3220 -4.1417 0.179 -0.078 0.078
N 5.0521 4.2667 1.4479 0.269 0.225 -0.086
C 3.8282 2.2801 2.4902 -0.586 -0.712 0.471
C 3.4236 4.7113 -1.2957 0.137 -0.030 0.102
O -0.7526 1.4529 1.5384 0.083 -0.323 -0.126
C 2.5123 1.3591 4.3392 0.137 -0.004 -0.060
H -1.1759 -3.2346 1.1959 -0.133 -0.059 0.021
```
Positions in Å, forces in eV/Å.

(4)
Density functional theory data (ωB97M-V with the def2-TZVPD basis set) for an isolated molecule of C19H30N2O4.

Computed properties:
- LUMO level: 0.02477 Ha
- Energy relative to the best compared isomer or geometry (same formula, charge and spin): 0.813 eV
- Gap between HOMO and LUMO: 9.56 eV
- Charge: 0
- SMILES string: CCOC(=O)CC1(NC(=O)[C@@H]2CCC(=O)N(C3CC3)C2)CCCCC1
- Strongest force on any atom: 0.84 eV/A

Geometry as XYZ:
```
55
Properties=species:S:1:pos:R:3:forces:R:3
C -3.5702 1.4296 0.1105 0.318 0.284 0.031
H 5.0191 4.4285 0.3577 0.122 0.035 0.013
C 2.4860 -2.2368 1.2663 -0.261 -0.089 -0.093
H 4.1670 -3.9035 -0.1408 0.093 -0.043 0.008
H -2.9073 -1.7547 0.7272 -0.009 0.111 0.023
H 4.2792 -1.3896 -0.6629 0.042 0.054 0.053
H 2.0633 0.3991 1.6935 0.109 0.042 0.008
C -2.5867 -0.7120 0.6952 0.436 -0.113 0.291
H -4.5925 -1.9112 -1.2621 0.123 0.041 -0.049
C 2.1976 -3.6124 0.6741 0.308 0.007 0.100
H 1.9512 -2.8764 -1.9648 -0.036 -0.033 -0.100
C -1.3930 0.8522 -0.8906 0.074 0.073 0.002
H -2.2440 -0.4359 1.7023 -0.072 -0.162 -0.181
H 3.5054 -2.2144 1.6554 0.098 0.043 0.034
H -5.4233 -0.5492 1.4010 -0.093 -0.040 -0.100
C -1.3903 -0.5515 -0.2573 -0.063 0.065 0.209
C 3.2392 -1.4412 -0.9911 -0.302 -0.103 -0.131
C 3.1336 -3.8992 -0.4948 -0.341 -0.034 -0.111
H -1.6624 1.8100 1.0268 0.032 0.030 0.069
C 3.1779 3.6448 -0.4245 -0.119 0.381 -0.335
H 2.1203 3.9185 -0.5074 0.159 -0.055 -0.033
H 1.1619 -3.6484 0.3307 -0.059 -0.063 0.022
O 3.2819 2.4372 0.3362 0.258 0.150 0.319
H 3.5853 4.8861 1.2800 -0.014 0.076 0.098
O -4.4960 2.1965 -0.0567 -0.187 0.288 0.014
C 3.9766 4.7244 0.2794 -0.164 -0.435 -0.046
H 3.7514 0.2044 1.2170 0.015 -0.031 0.010
H 0.8387 -0.9773 -1.2466 -0.130 0.056 0.081
H 3.9106 5.6512 -0.2827 0.005 0.102 -0.046
C -5.0223 -0.4937 0.3918 -0.237 0.126 0.041
H -5.9454 -2.4380 -0.1812 -0.050 -0.029 0.076
H -1.9193 0.8235 -1.8477 0.031 0.005 0.005
H -2.0542 2.8532 -0.3522 -0.086 -0.051 0.084
C -5.3493 -1.6174 -0.5504 -0.025 -0.184 0.028
H -7.0322 -0.1556 -0.4791 -0.064 -0.024 0.084
H 2.9189 -4.8835 -0.9147 0.083 -0.044 0.003
N 0.9570 -1.0695 -0.2497 0.256 -0.270 -0.234
H -1.4260 -1.3074 -1.0470 0.016 0.022 0.051
C 2.3398 -1.1291 0.2106 0.355 0.356 0.391
O -0.0219 -0.5919 1.7364 0.108 0.131 0.451
O 1.8866 1.4257 -1.0853 0.071 0.171 -0.122
H -0.3722 1.1869 -1.0821 -0.087 -0.033 -0.075
C -2.1110 1.8347 0.0316 -0.083 0.099 -0.195
C -5.9905 -0.2770 -0.7297 0.039 0.046 0.066
H 2.3203 -4.3721 1.4479 -0.086 -0.019 0.017
H 1.7997 -2.0330 2.0876 0.106 0.061 0.042
H 3.6552 -3.0155 -2.3950 -0.074 0.018 -0.070
H 3.5606 3.4578 -1.4342 -0.109 0.020 0.133
C 2.5706 1.3966 -0.0907 0.012 -0.269 0.051
C -0.0889 -0.7346 0.5305 -0.509 -0.265 -0.609
C 2.7285 0.2228 0.8425 -0.181 -0.157 -0.150
C 2.9673 -2.8291 -1.5680 0.304 -0.026 0.113
N -3.7240 0.0977 0.3152 -0.313 -0.430 -0.346
H -5.6665 0.3391 -1.5523 0.118 0.044 -0.011
H 3.0921 -0.6813 -1.7610 0.066 0.067 0.018
```
Positions in Å, forces in eV/Å.

> Among the records above, which one has the highest charge?

C29H36N5O7PbS3

> charge of number 1 (C9H24BN2O6P)?

0

> Among the records above, which one has the highest charge?

C29H36N5O7PbS3